Record 1
Molecular formula: C3H11N3
Method: DFT, wB97M-V/def2-TZVPD

Output
Orbital gap (alpha / beta): 2.016 / 8.503 eV
HOMO level (alpha / beta): 1.35 / -5.21 eV
Largest force on an atom: 3.12 eV/Å
Calculated total energy: -7756.69280 eV
Total charge: -1
Lowest unoccupied orbital energy (alpha / beta): 3.37 / 3.29 eV
Spin multiplicity: 2

Atoms and positions in Å:
C (3.20331, 3.32855, 0.97547)
C (2.11830, 2.66291, 0.65552)
N (1.72929, 2.34733, -0.69896)
H (4.08851, 3.28672, 0.29942)
H (3.34089, 3.80877, 1.93503)
H (1.32089, 2.26625, 1.30143)
H (2.43269, 2.66113, -1.30759)
H (1.53697, 1.32337, -0.79376)
N (-2.82842, -3.09874, 0.32743)
C (-1.74238, -2.60037, -0.51508)
N (-1.71739, -1.16286, -0.51776)
H (-3.74338, -3.16910, -0.11241)
H (-2.62496, -4.10415, 0.75106)
H (-0.78850, -2.87585, 0.09686)
H (-1.73949, -2.93634, -1.56269)
H (-2.39805, -0.87325, -1.17952)
H (-2.18828, -0.86435, 0.34557)

=====

Record 2
Molecular formula: C9H14O
Method: DFT, wB97M-V/def2-TZVPD

Output
Orbital gap: 9.297 eV
HOMO level: -8.45 eV
Largest force on an atom: 1.83 eV/Å
Calculated total energy: -11607.26646 eV
Lowest unoccupied orbital energy: 0.85 eV
SMILES string: Cc1ccc(O)cc1.CC

Atoms and positions in Å:
C (1.10538, -1.46825, -1.80349)
C (-0.00127, -2.53503, -1.98559)
H (1.69821, -1.64516, -0.90270)
H (1.69605, -1.53499, -2.72319)
H (0.67805, -0.46448, -1.77766)
H (0.44054, -3.51389, -2.05526)
H (-0.71251, -2.50931, -1.14902)
H (-0.60635, -2.27013, -2.85842)
C (2.09008, 1.44443, 1.57642)
C (-1.47118, 0.07156, 1.56288)
C (-0.13281, 0.30452, 1.89805)
C (-1.98552, 0.79001, 0.51242)
C (0.68632, 1.09906, 1.11115)
C (-1.23125, 1.67110, -0.26283)
C (0.13093, 1.74153, 0.01534)
O (-3.30944, 0.67000, 0.14521)
H (-2.05629, -0.69169, 2.04781)
H (0.27455, -0.19838, 2.77057)
H (-3.75099, 0.00788, 0.70887)
H (-1.61702, 1.95834, -1.22677)
H (2.74444, 1.60004, 0.71306)
H (2.55121, 0.65145, 2.15517)
H (0.72043, 2.42173, -0.57263)
H (2.05845, 2.39966, 2.10059)

=====

Record 3
Molecular formula: C2H11Cl4N2O
Method: DFT, wB97M-V/def2-TZVPD

Output
Orbital gap: 7.467 eV
HOMO level: -11.43 eV
Largest force on an atom: 3.77 eV/Å
Calculated total energy: -57361.41852 eV
Total charge: +1
Lowest unoccupied orbital energy: -3.96 eV

Atoms and positions in Å:
N (1.38947, -2.57464, 1.38299)
H (1.10513, -3.44751, 0.96186)
H (2.38073, -2.49684, 1.56032)
H (0.78471, -2.30686, 2.14632)
H (1.23103, -1.79599, 0.75953)
N (0.17125, 0.87045, 1.75157)
H (0.09832, 0.31171, 2.58978)
H (-0.71620, 1.22007, 1.41947)
H (0.80070, 1.60759, 2.03532)
H (0.66542, 0.36737, 1.02852)
C (1.07220, -0.23756, -1.70346)
O (1.20431, -0.47855, -0.32969)
H (1.19191, -1.17089, -2.25362)
H (0.14347, 0.21107, -2.05601)
H (1.90778, 0.34868, -2.08585)
C (-2.71225, 1.89486, -1.41484)
Cl (-1.19966, 2.84464, -1.72274)
Cl (-3.30862, 1.53484, -3.03728)
Cl (-2.31845, 0.34411, -0.50402)
Cl (-3.89124, 2.95346, -0.52823)

=====

Record 4
Molecular formula: C2HClF2O
Method: DFT, wB97M-V/def2-TZVPD

Output
Orbital gap: 10.413 eV
HOMO level: -10.31 eV
Largest force on an atom: 4.27 eV/Å
Calculated total energy: -22091.14201 eV
Lowest unoccupied orbital energy: 0.10 eV

Atoms and positions in Å:
C (1.00392, 1.46752, 0.34072)
C (0.93101, 0.00129, 0.28047)
O (1.97569, 0.84317, -0.12364)
F (0.20363, -0.46092, -0.75952)
F (1.16356, -0.88187, 1.25257)
Cl (-2.85425, 0.12165, -0.31071)
H (-2.42356, -1.09085, -0.67989)

=====

Record 5
Molecular formula: C10H19N3OS
Method: DFT, wB97M-V/def2-TZVPD

Output
Orbital gap (alpha / beta): 5.003 / 8.180 eV
HOMO level (alpha / beta): -11.67 / -15.90 eV
Largest force on an atom: 6.22 eV/Å
Calculated total energy: -28009.07886 eV
Total charge: +2
Lowest unoccupied orbital energy (alpha / beta): -6.66 / -7.72 eV
Spin multiplicity: 3

Atoms and positions in Å:
C (0.86022, 0.87227, 0.07196)
C (-3.05335, -0.18527, 1.29048)
C (2.35303, -1.61508, -0.02282)
C (2.64225, -0.67184, 1.24097)
C (0.93939, -1.54978, -0.59590)
C (2.06234, 0.70170, 0.92141)
C (0.72981, -0.13438, -1.03844)
C (-1.28145, 1.52833, -0.33556)
C (-3.72993, -2.06323, -0.44981)
C (-2.69219, -1.21233, 0.43205)
N (-0.14312, 1.61017, 0.37086)
N (3.12999, 1.74369, 0.39266)
N (-1.85051, 2.85447, -0.80438)
O (-3.16280, 0.69805, 1.96371)
S (-1.02918, 0.15521, -1.71069)
H (2.98375, -1.31987, -0.86028)
H (2.62015, -2.63437, 0.13688)
H (2.25798, -1.12984, 2.20531)
H (3.74432, -0.42275, 1.43938)
H (0.84854, -2.25098, -1.40478)
H (0.08485, -1.79801, 0.06216)
H (1.78979, 1.11734, 1.83867)
H (1.36909, 0.08549, -1.92818)
H (-4.69327, -1.55606, -0.64425)
H (-3.98656, -2.93923, 0.03885)
H (-3.20734, -2.28394, -1.47349)
H (-1.91912, -0.84271, -0.33582)
H (-2.22910, -1.89781, 1.06684)
H (3.85794, 1.85553, 1.09709)
H (2.65149, 2.61254, 0.26194)
H (3.65814, 1.32694, -0.45929)
H (-1.21003, 3.58979, -0.41856)
H (-2.82114, 2.94171, -0.57561)
H (-1.57397, 2.81424, -1.77334)

=====

Record 6
Molecular formula: C4H9N2O2
Method: DFT, wB97M-V/def2-TZVPD

Output
Orbital gap: 7.574 eV
HOMO level: -3.84 eV
Largest force on an atom: 3.95 eV/Å
Calculated total energy: -11369.52407 eV
Total charge: -1
Lowest unoccupied orbital energy: 3.73 eV
SMILES string: NCCNCC(=O)[O-]

Atoms and positions in Å:
N (-1.13421, 1.97676, 2.14267)
C (-0.08270, 0.92817, 1.74351)
C (-0.40012, 0.41448, 0.29218)
N (0.68518, -0.62883, -0.01245)
C (0.90995, -0.77861, -1.46842)
C (0.23471, -2.07202, -2.13652)
O (0.93595, -2.55973, -2.99803)
O (-0.90356, -2.38806, -1.73553)
H (-0.81042, 2.88908, 1.99312)
H (-1.87252, 1.87268, 1.51977)
H (0.95210, 1.42959, 1.68245)
H (-0.01891, 0.14560, 2.55626)
H (-1.26343, -0.14702, 0.30538)
H (-0.41577, 1.26771, -0.43897)
H (0.32064, -1.51100, 0.30958)
H (2.01440, -0.92208, -1.61951)
H (0.84872, 0.08328, -2.13549)

=====

Result set for relative energy (zero: lowest compared OMol25 entry of this formula, charge and spin): 144.4, 35.7, 0.0, 317.1, 235.4, 158.4 kJ/mol, one per record in the order listed.